No. 1
{"formula": "C19H26I2MnN2O3S2ScSe", "method": "ωB97M-V with the def2-TZVPD basis set", "gap_ha": [0.2016, 0.1641], "multiplicity": 5, "e_above_lowest_kcal_mol": 68.17, "total_charge": 4, "max_force_ev_per_a": 13.04, "species": ["I", "I", "Mn", "Sc", "S", "S", "C", "C", "C", "C", "C", "C", "C", "C", "C", "C", "C", "O", "O", "O", "H", "H", "H", "H", "H", "H", "H", "H", "H", "H", "H", "H", "H", "H", "H", "H", "H", "H", "C", "N", "C", "Se", "N", "C", "C", "C", "C", "C", "C", "H", "H", "H", "H", "H", "H", "H", "H"], "xyz": [[-0.2193, -2.4351, 1.2376], [-0.2196, 1.0208, -5.0649], [0.0566, 1.2786, -2.3508], [0.0000, 0.0000, 0.0000], [1.1588, -0.8365, -1.9585], [-1.5648, -0.4342, -1.7901], [1.4397, 0.5969, 1.0742], [3.0363, -0.8979, -2.0292], [-3.3768, -0.0125, -1.5220], [3.3859, -0.7638, -3.5156], [3.7321, 0.1522, -1.1744], [3.3536, -2.3099, -1.5125], [-3.9854, -0.2091, -2.9194], [-3.6255, 1.4052, -1.0264], [-3.8940, -1.0714, -0.5418], [1.6018, 2.3536, -2.4622], [-0.9880, 2.8524, -2.2311], [2.2950, 0.8810, 1.7893], [2.5331, 3.0230, -2.5643], [-1.6162, 3.8159, -2.2605], [3.0799, 0.2040, -3.9194], [2.9043, -1.5454, -4.1095], [4.4725, -0.8589, -3.6285], [3.0983, 1.0184, -0.9766], [4.6222, 0.5054, -1.7091], [4.0629, -0.2751, -0.2261], [2.9727, -2.4518, -0.4967], [4.4420, -2.4430, -1.5004], [2.9167, -3.0753, -2.1595], [-5.0548, 0.0293, -2.8734], [-3.8737, -1.2429, -3.2575], [-3.5110, 0.4511, -3.6514], [-4.4582, 1.3856, -0.3128], [-3.9111, 2.0609, -1.8509], [-2.7594, 1.8280, -0.5142], [-4.9695, -0.9156, -0.3952], [-3.3993, -1.0017, 0.4296], [-3.7378, -2.0819, -0.9291], [0.8104, -0.6555, 4.0022], [-0.3355, 0.1479, 4.3971], [-1.3210, 0.8123, 3.6963], [-1.6340, 0.9729, 1.9338], [-2.1833, 1.4200, 4.5552], [-1.7388, 1.1370, 5.7883], [-2.2750, 1.5208, 7.0169], [-1.6156, 1.0849, 8.1835], [-0.4535, 0.2873, 8.0931], [0.0581, -0.0796, 6.8361], [-0.6221, 0.3702, 5.6966], [1.7472, -0.1901, 4.3763], [0.8737, -0.7396, 2.9417], [0.7169, -1.6799, 4.4216], [-3.0248, 1.9879, 4.3097], [-3.1672, 2.1296, 7.0750], [-2.0008, 1.3598, 9.1565], [0.0485, -0.0438, 8.9932], [0.9479, -0.6913, 6.7643]], "forces_ev_per_angstrom": [[0.0, -0.9, -0.1], [0.2, 0.3, 1.6], [-1.0, -3.0, -3.1], [-6.9, -3.9, -3.4], [1.0, 1.3, 0.2], [-0.5, 1.7, -0.4], [10.1, 4.0, 7.3], [0.2, -0.6, -0.3], [-0.4, -0.4, -0.5], [-0.1, -0.1, 0.0], [0.1, 0.2, 0.0], [0.0, 0.0, -0.3], [-0.1, -0.1, 0.1], [-0.1, 0.0, 0.2], [0.1, 0.0, -0.2], [4.0, 2.9, -0.6], [-2.7, 3.9, -0.3], [-3.0, -0.9, -2.6], [-3.1, -2.2, 0.3], [2.1, -3.1, 0.2], [0.1, 0.0, 0.0], [0.1, 0.1, 0.1], [-0.2, 0.0, 0.0], [0.2, 0.1, 0.0], [-0.1, 0.0, 0.2], [0.0, 0.1, 0.0], [0.1, 0.0, 0.0], [-0.2, 0.0, 0.0], [0.1, 0.0, 0.1], [0.2, -0.1, 0.0], [-0.1, 0.1, 0.0], [-0.1, 0.0, 0.1], [0.1, 0.1, -0.2], [0.1, 0.1, 0.1], [-0.1, 0.1, 0.1], [0.2, -0.1, 0.0], [-0.1, 0.1, 0.1], [-0.1, 0.1, 0.0], [0.7, -0.4, 0.8], [-1.1, 0.8, -0.3], [0.4, -0.2, -0.6], [-0.1, 0.1, -0.8], [0.0, 0.0, -0.9], [-3.2, 2.2, 2.7], [0.4, -0.2, 1.0], [-1.6, 1.1, -1.3], [1.5, -1.0, -1.6], [-0.2, 0.1, 0.9], [3.1, -2.1, 1.8], [-0.6, -0.2, -0.1], [-0.1, 0.1, -0.3], [0.0, 0.7, -0.1], [1.0, -0.7, 0.1], [0.0, 0.0, 0.0], [-0.1, 0.0, 0.0], [0.0, 0.0, 0.0], [0.0, 0.0, 0.0]], "nbo_charge": [0.432, 0.508, 0.013, 0.728, -0.040, -0.120, 0.386, -0.070, -0.066, -0.638, -0.636, -0.633, -0.637, -0.635, -0.631, 0.586, 0.590, -0.240, -0.303, -0.300, 0.208, 0.242, 0.270, 0.175, 0.279, 0.234, 0.196, 0.272, 0.245, 0.263, 0.241, 0.217, 0.258, 0.255, 0.172, 0.267, 0.188, 0.242, -0.431, -0.347, 0.283, 0.126, -0.495, 0.211, -0.230, -0.002, -0.014, -0.264, 0.295, 0.270, 0.200, 0.266, 0.498, 0.282, 0.284, 0.283, 0.270]}



No. 2
{"formula": "C19H26N3O8P2Ru", "method": "ωB97M-V with the def2-TZVPD basis set", "gap_ha": [0.2665, 0.2781], "multiplicity": 2, "e_above_lowest_kcal_mol": 6.60, "total_charge": 2, "max_force_ev_per_a": 2.82, "species": ["Ru", "O", "C", "C", "C", "C", "C", "C", "C", "C", "N", "H", "H", "H", "H", "H", "H", "H", "H", "H", "H", "H", "C", "C", "O", "P", "O", "O", "O", "P", "O", "O", "O", "H", "H", "H", "H", "H", "H", "H", "N", "C", "C", "C", "C", "C", "C", "C", "C", "N", "C", "H", "H", "H", "H", "H", "H", "H", "H"], "xyz": [[0.1190, -0.3459, 0.6790], [0.7306, 0.6969, 2.6981], [2.0735, 1.0669, 2.3100], [3.0080, 0.0363, 2.8950], [2.5259, -1.3904, 2.5984], [2.7748, -1.8491, 1.2021], [3.9957, -2.3960, 0.8333], [4.1727, -2.8993, -0.4397], [3.1049, -2.8679, -1.3283], [1.9244, -2.2963, -0.9192], [1.7576, -1.7755, 0.3114], [0.1352, 1.4691, 2.6729], [2.3344, 2.0639, 2.6623], [2.1481, 1.0869, 1.2152], [3.0378, 0.1493, 3.9787], [4.0102, 0.2205, 2.5042], [1.4569, -1.4619, 2.7996], [3.0311, -2.0681, 3.2858], [4.7951, -2.4345, 1.5610], [5.1224, -3.3261, -0.7337], [3.1862, -3.2794, -2.3239], [1.0755, -2.2700, -1.5800], [-3.8424, 3.1761, 1.9068], [-2.6019, 2.3002, 1.8867], [-1.7705, 2.4136, 3.0457], [-2.9715, 0.5346, 1.8130], [-3.7190, 0.2144, 0.4556], [-4.0321, 0.2465, 2.9385], [-1.7683, -0.3509, 1.9058], [-1.4840, 2.7407, 0.4635], [-2.3056, 2.3008, -0.8510], [-1.1929, 4.1745, 0.5120], [-0.3245, 1.7448, 0.6185], [-4.4608, 2.9497, 2.7761], [-4.4389, 3.0328, 1.0046], [-3.5436, 4.2240, 1.9489], [-1.7770, 3.3328, 3.3528], [-4.6365, 0.5080, 0.3782], [-3.7329, -0.2917, 3.6825], [-2.5581, 3.0802, -1.3627], [-1.3780, -1.5512, -0.5254], [-1.0473, -1.5975, -1.9109], [-1.4345, -2.5785, -2.7762], [-1.1079, -2.4714, -4.1467], [-0.4122, -1.3911, -4.6141], [0.0390, -0.3925, -3.7162], [0.8117, 0.7313, -4.0883], [1.2751, 1.5877, -3.1265], [1.0049, 1.3126, -1.7758], [0.2743, 0.2795, -1.4113], [-0.2566, -0.5418, -2.3532], [-1.8006, -2.4058, -0.1766], [-1.9996, -0.7687, -0.3250], [-2.0160, -3.4221, -2.4226], [-1.4407, -3.2427, -4.8269], [-0.1663, -1.3049, -5.6645], [1.0342, 0.8998, -5.1348], [1.8718, 2.4529, -3.3757], [1.3891, 1.9445, -0.9871]], "forces_ev_per_angstrom": [[-1.8, 0.6, -2.1], [0.4, -0.5, -0.7], [0.4, 0.2, 0.2], [-0.2, -0.1, 0.1], [0.2, 0.1, 0.1], [-0.2, -0.2, -0.1], [0.0, 0.0, 0.0], [0.0, 0.0, 0.0], [0.0, 0.0, 0.0], [0.1, -0.1, 0.1], [-0.5, 0.8, 0.4], [0.0, 0.0, 0.0], [-0.2, 0.0, 0.1], [0.1, 0.1, 0.0], [0.0, 0.1, 0.0], [0.1, -0.1, 0.1], [0.0, -0.1, 0.2], [0.0, -0.1, -0.1], [0.0, 0.0, 0.0], [0.0, 0.0, 0.0], [0.0, 0.0, 0.0], [0.1, 0.0, 0.0], [-0.1, -0.1, 0.3], [0.4, 0.0, -0.7], [-0.1, 0.0, 0.2], [-0.5, 0.0, 0.7], [0.1, 0.0, 0.1], [0.2, 0.0, -0.1], [0.5, -0.1, -0.3], [-0.5, 0.3, 0.3], [0.2, -0.1, 0.0], [0.2, -0.1, -0.1], [0.0, -0.7, 0.0], [0.0, 0.0, 0.0], [0.0, 0.1, 0.0], [0.0, 0.0, -0.1], [0.0, -0.1, -0.1], [-0.1, 0.0, -0.1], [0.0, 0.0, 0.1], [0.0, 0.1, -0.1], [1.2, 1.0, 0.9], [-0.4, -0.5, -0.2], [-0.2, 0.0, 0.0], [0.0, 0.1, 0.0], [0.0, 0.0, 0.0], [0.0, 0.1, 0.0], [0.0, 0.0, 0.0], [-0.1, -0.1, 0.0], [0.1, 0.0, -0.1], [0.7, -0.4, 1.3], [0.2, 0.3, -0.3], [0.2, 0.0, 0.2], [-0.6, -0.4, -0.3], [0.0, 0.0, 0.0], [0.0, 0.0, 0.0], [0.0, 0.0, 0.0], [0.0, 0.0, 0.0], [0.0, 0.0, 0.0], [0.0, 0.0, 0.0]], "nbo_charge": [1.292, -0.728, -0.067, -0.412, -0.462, 0.268, -0.230, -0.089, -0.241, 0.057, -0.480, 0.544, 0.226, 0.152, 0.244, 0.232, 0.229, 0.261, 0.251, 0.253, 0.252, 0.211, -0.657, -0.491, -0.740, 2.420, -1.000, -0.977, -1.102, 2.376, -1.020, -1.068, -1.132, 0.245, 0.232, 0.264, 0.512, 0.546, 0.548, 0.531, -0.701, 0.071, -0.171, -0.180, -0.150, -0.099, -0.060, -0.251, 0.117, -0.405, 0.205, 0.433, 0.434, 0.243, 0.254, 0.249, 0.250, 0.262, 0.249]}



No. 3
{"formula": "C19H26N4O2S", "method": "ωB97M-V with the def2-TZVPD basis set", "gap_ha": 0.2897, "e_above_lowest_kcal_mol": 48.41, "total_charge": 0, "smiles": "CCN(CC)CCNC(=O)/C(=C\\c1cccn1C)NC(=O)c1cccs1", "max_force_ev_per_a": 0.82, "species": ["C", "C", "N", "C", "C", "C", "C", "N", "C", "O", "C", "C", "C", "C", "C", "C", "N", "C", "N", "C", "O", "C", "C", "C", "C", "S", "H", "H", "H", "H", "H", "H", "H", "H", "H", "H", "H", "H", "H", "H", "H", "H", "H", "H", "H", "H", "H", "H", "H", "H", "H", "H"], "xyz": [[-1.2981, 1.9177, 1.8059], [-0.0553, 1.9204, 2.7071], [1.0325, 2.8034, 2.3253], [0.7134, 4.2213, 2.4062], [0.3179, 4.6626, 3.8110], [1.6727, 2.4882, 1.0584], [2.2767, 1.0788, 1.0118], [1.3644, 0.0980, 0.4752], [1.5860, -0.5490, -0.6778], [2.5910, -0.3917, -1.3607], [0.4852, -1.4393, -1.1716], [-0.6278, -1.8579, -0.5346], [-0.9990, -1.7655, 0.8517], [-0.2599, -1.8641, 2.0242], [-1.1607, -1.8337, 3.0962], [-2.4192, -1.7184, 2.5602], [-2.3208, -1.6946, 1.2102], [-3.4211, -1.5749, 0.2963], [0.7418, -1.7512, -2.5054], [-0.0254, -2.4142, -3.4089], [-1.1506, -2.8345, -3.1884], [0.6033, -2.5924, -4.7253], [0.0203, -3.2224, -5.7930], [0.8435, -3.2523, -6.9326], [2.0432, -2.6463, -6.7227], [2.1940, -2.0275, -5.1315], [-1.7834, 2.8907, 1.8120], [-1.0446, 1.6664, 0.7781], [-2.0050, 1.1797, 2.1769], [0.3469, 0.9073, 2.7743], [-0.3574, 2.1997, 3.7179], [1.6215, 4.7617, 2.1231], [-0.0756, 4.5123, 1.6911], [1.0216, 4.2611, 4.5351], [0.3404, 5.7482, 3.8669], [-0.6845, 4.3338, 4.0720], [2.4891, 3.2053, 0.9387], [0.9980, 2.6144, 0.1937], [3.1450, 1.0757, 0.3495], [2.5941, 0.7892, 2.0178], [0.4979, -0.0706, 0.9636], [-1.3412, -2.3876, -1.1535], [0.8022, -1.9994, 2.0896], [-0.9157, -1.8923, 4.1379], [-3.3713, -1.6538, 3.0500], [-4.3447, -1.4606, 0.8610], [-3.5011, -2.4638, -0.3340], [-3.2903, -0.7062, -0.3525], [1.6619, -1.4027, -2.7803], [-0.9674, -3.6426, -5.7388], [0.5594, -3.7027, -7.8667], [2.8561, -2.5236, -7.4110]], "forces_ev_per_angstrom": [[0.3, 0.0, 0.2], [-0.2, 0.0, -0.1], [0.2, 0.2, 0.0], [0.0, 0.0, 0.1], [0.0, -0.1, -0.3], [0.1, -0.1, 0.1], [0.1, 0.3, -0.1], [-0.1, 0.0, 0.0], [0.0, 0.2, 0.3], [0.1, -0.1, -0.1], [-0.7, -0.4, 0.0], [0.2, 0.0, -0.6], [0.4, 0.1, 0.6], [-0.2, -0.1, -0.3], [-0.2, 0.1, 0.1], [0.0, -0.1, 0.4], [0.2, 0.1, 0.1], [-0.3, 0.0, -0.4], [0.5, 0.2, -0.1], [-0.2, 0.0, 0.2], [0.0, 0.0, 0.0], [0.4, -0.1, -0.7], [0.0, 0.2, 0.5], [0.2, 0.0, -0.1], [0.1, 0.1, 0.3], [-0.5, -0.3, -0.3], [-0.1, 0.1, -0.1], [0.0, 0.0, -0.2], [-0.1, -0.1, 0.0], [0.0, 0.0, 0.1], [0.0, -0.2, 0.0], [-0.1, 0.0, -0.1], [0.1, 0.0, 0.0], [0.1, 0.0, 0.1], [0.0, 0.1, 0.0], [-0.1, 0.0, 0.1], [-0.1, 0.0, 0.0], [0.1, 0.0, 0.0], [-0.1, 0.0, 0.2], [0.0, 0.0, 0.0], [0.0, -0.1, -0.1], [0.1, 0.0, -0.1], [0.2, 0.0, -0.1], [0.0, 0.0, 0.2], [-0.2, 0.0, 0.0], [0.1, 0.0, 0.0], [0.0, 0.1, 0.0], [0.0, 0.0, 0.0], [-0.3, -0.1, 0.1], [-0.2, -0.1, 0.1], [0.0, -0.1, -0.2], [0.1, 0.0, -0.2]], "nbo_charge": [-0.651, -0.221, -0.449, -0.209, -0.619, -0.219, -0.245, -0.621, 0.647, -0.649, 0.082, -0.249, 0.071, -0.291, -0.304, -0.054, -0.312, -0.404, -0.601, 0.655, -0.617, -0.316, -0.195, -0.261, -0.389, 0.445, 0.207, 0.202, 0.221, 0.191, 0.203, 0.194, 0.160, 0.214, 0.214, 0.200, 0.204, 0.169, 0.243, 0.205, 0.429, 0.263, 0.230, 0.226, 0.212, 0.216, 0.214, 0.214, 0.434, 0.243, 0.228, 0.238]}



No. 4
{"formula": "C19H26N4O4", "method": "ωB97M-V with the def2-TZVPD basis set", "gap_ha": 0.3079, "e_above_lowest_kcal_mol": 39.30, "total_charge": 0, "smiles": "CCN1CCC[C@H]1CNC(=O)c1ccc2c(=O)n(CCOC)c(=O)[nH]c2c1", "max_force_ev_per_a": 0.69, "species": ["C", "C", "N", "C", "C", "C", "C", "C", "N", "C", "O", "C", "C", "C", "C", "C", "O", "N", "C", "C", "O", "C", "C", "O", "N", "C", "C", "H", "H", "H", "H", "H", "H", "H", "H", "H", "H", "H", "H", "H", "H", "H", "H", "H", "H", "H", "H", "H", "H", "H", "H", "H", "H"], "xyz": [[-5.7822, 4.9672, 3.7928], [-5.4783, 3.6730, 3.0461], [-4.5714, 3.9135, 1.9456], [-5.1601, 4.5676, 0.7796], [-4.9657, 3.6080, -0.3958], [-3.6731, 2.8980, -0.0120], [-3.8069, 2.7529, 1.5072], [-2.4436, 2.7402, 2.2157], [-1.6276, 1.6210, 1.8114], [-0.5994, 1.7490, 0.9425], [-0.2324, 2.8166, 0.4932], [0.0748, 0.4635, 0.5697], [0.1596, -0.6306, 1.4358], [0.8099, -1.7761, 1.0339], [1.3848, -1.8565, -0.2341], [2.0691, -3.0804, -0.6602], [2.1290, -4.0873, 0.0154], [2.6425, -3.0262, -1.9226], [3.4354, -4.1632, -2.3624], [4.9386, -3.8657, -2.2148], [5.3212, -3.4530, -0.9308], [5.3109, -4.4694, 0.0484], [2.5887, -1.9491, -2.7888], [3.0914, -1.9672, -3.8880], [1.9003, -0.8539, -2.3324], [1.3178, -0.7555, -1.0940], [0.6634, 0.4018, -0.6830], [-4.8543, 5.4235, 4.1255], [-6.2999, 5.6738, 3.1500], [-6.4077, 4.7620, 4.6580], [-4.9926, 2.9772, 3.7352], [-6.4234, 3.2080, 2.7091], [-4.6234, 5.5052, 0.5965], [-6.2139, 4.8019, 0.9474], [-5.7894, 2.8924, -0.4401], [-4.9010, 4.1237, -1.3513], [-2.8132, 3.5257, -0.2449], [-3.5502, 1.9365, -0.5084], [-4.3399, 1.8136, 1.7444], [-2.5900, 2.7080, 3.2992], [-1.8991, 3.6501, 1.9585], [-1.9648, 0.7001, 2.0419], [-0.2530, -0.5737, 2.4315], [0.8942, -2.6340, 1.6831], [3.1406, -5.0162, -1.7499], [3.2186, -4.3567, -3.4142], [5.2012, -3.0366, -2.8764], [5.4980, -4.7623, -2.5216], [5.8036, -4.0491, 0.9231], [4.2925, -4.7648, 0.3188], [5.8668, -5.3496, -0.2954], [1.8714, -0.0598, -2.9584], [0.6117, 1.2662, -1.3278]], "forces_ev_per_angstrom": [[0.0, -0.3, 0.0], [0.0, 0.3, 0.2], [0.0, -0.2, 0.0], [0.0, 0.3, -0.2], [0.0, 0.0, 0.2], [-0.1, 0.0, 0.1], [0.4, -0.1, 0.1], [-0.3, 0.2, 0.0], [-0.2, -0.3, 0.2], [-0.1, -0.1, 0.1], [0.1, 0.2, -0.2], [0.3, -0.2, -0.3], [-0.1, 0.1, 0.0], [0.1, 0.0, -0.2], [-0.2, 0.4, 0.1], [-0.1, -0.1, 0.0], [-0.1, 0.1, 0.1], [0.1, -0.2, 0.0], [0.5, -0.2, 0.0], [-0.2, 0.0, -0.3], [-0.1, 0.2, 0.0], [-0.1, -0.1, 0.1], [-0.2, 0.3, 0.0], [0.2, 0.0, -0.2], [0.0, 0.3, -0.2], [-0.2, -0.3, 0.6], [-0.1, 0.0, 0.1], [0.1, 0.1, 0.0], [-0.1, 0.1, 0.0], [-0.1, 0.1, 0.1], [-0.1, 0.0, 0.0], [0.1, 0.0, 0.0], [-0.2, 0.0, -0.1], [0.0, 0.0, 0.0], [0.0, 0.0, 0.0], [-0.1, 0.0, -0.1], [0.1, 0.0, 0.0], [0.1, 0.0, 0.0], [0.0, 0.1, 0.0], [0.0, 0.1, 0.0], [-0.1, -0.1, 0.1], [0.2, 0.0, -0.1], [0.0, 0.0, 0.1], [0.0, -0.1, 0.1], [0.0, 0.1, -0.1], [0.0, 0.0, 0.1], [0.0, -0.2, 0.0], [0.0, 0.1, 0.0], [0.0, -0.1, 0.0], [0.1, 0.0, 0.0], [0.0, 0.0, 0.0], [0.1, -0.2, 0.0], [0.0, 0.1, -0.1]], "nbo_charge": [-0.609, -0.200, -0.459, -0.216, -0.410, -0.421, -0.038, -0.225, -0.608, 0.661, -0.618, -0.081, -0.245, -0.117, -0.221, 0.689, -0.602, -0.463, -0.262, -0.070, -0.537, -0.264, 0.798, -0.619, -0.609, 0.283, -0.236, 0.212, 0.203, 0.207, 0.190, 0.160, 0.189, 0.192, 0.197, 0.216, 0.220, 0.216, 0.164, 0.195, 0.238, 0.395, 0.218, 0.241, 0.239, 0.232, 0.206, 0.168, 0.193, 0.194, 0.160, 0.424, 0.236]}